[1]
{
  "formula": "C57H84N10O4",
  "method": "wB97M-V/def2-TZVPD",
  "homo_ev": -8.10,
  "energy_ha": -3069.6253,
  "total_charge": 0,
  "multiplicity": 1,
  "relative_energy_kcal_mol": 485.15,
  "smiles": "C#Cc1c(CON=O)cc2nc(Cc3cccc(C)c3)c([C@@H](C)CCC)nc2c1COCCOCC.CCCC#N.CCCC#N.CCCC#N.CCCC#N.CCCC#N.CCCC#N.CCCC#N",
  "lumo_ev": -1.45,
  "species": ["C", "C", "C", "C", "C", "O", "N", "O", "C", "C", "N", "C", "C", "C", "C", "C", "C", "C", "C", "C", "C", "C", "C", "C", "C", "C", "N", "C", "C", "C", "O", "C", "C", "O", "C", "C", "H", "H", "H", "H", "H", "H", "H", "H", "H", "H", "H", "H", "H", "H", "H", "H", "H", "H", "H", "H", "H", "H", "H", "H", "H", "H", "H", "H", "H", "H", "H", "H", "H", "H", "H", "C", "C", "C", "C", "N", "H", "H", "H", "H", "H", "H", "H", "C", "C", "C", "C", "N", "H", "H", "H", "H", "H", "H", "H", "C", "C", "C", "C", "N", "H", "H", "H", "H", "H", "H", "H", "C", "C", "C", "C", "N", "H", "H", "H", "H", "H", "H", "H", "C", "C", "C", "C", "N", "H", "H", "H", "H", "H", "H", "H", "C", "C", "C", "C", "N", "H", "H", "H", "H", "H", "H", "H", "C", "C", "C", "C", "N", "H", "H", "H", "H", "H", "H", "H"],
  "positions_angstrom": [[2.470, -3.260, 5.416], [1.379, -3.070, 4.515], [0.564, -2.435, 3.200], [1.137, -2.638, 1.657], [2.558, -3.490, 1.527], [3.102, -3.462, 0.137], [3.694, -2.247, 0.038], [3.443, -1.892, -1.127], [0.343, -1.994, 0.366], [-1.061, -1.096, 0.515], [-1.625, -0.550, -0.765], [-2.849, 0.249, -0.406], [-3.607, 0.997, -1.696], [-2.373, 1.777, -2.505], [-2.205, 1.613, -4.131], [-0.935, 2.432, -4.821], [0.069, 3.386, -3.904], [-0.145, 3.565, -2.286], [0.802, 4.492, -1.292], [-1.372, 2.736, -1.570], [-3.507, 0.464, 1.068], [-4.889, 1.368, 1.338], [-4.603, 3.005, 1.148], [-6.191, 0.833, 0.498], [-7.522, 0.520, 1.402], [-8.124, 1.831, 2.205], [-2.878, -0.127, 2.302], [-1.623, -0.898, 2.027], [-0.825, -1.547, 3.337], [-1.436, -1.254, 4.830], [-0.542, -0.521, 5.740], [0.127, 0.611, 5.080], [-0.913, 1.693, 4.373], [-0.429, 3.049, 4.686], [-0.683, 4.000, 3.594], [0.514, 5.165, 3.675], [3.364, -3.362, 6.199], [2.276, -4.621, 1.767], [3.355, -3.149, 2.334], [0.814, -2.143, -0.711], [-4.357, 1.831, -1.367], [-4.172, 0.241, -2.392], [-2.947, 0.930, -4.727], [-0.773, 2.303, -5.973], [0.960, 3.948, -4.431], [1.533, 3.826, -0.639], [1.385, 5.321, -1.921], [0.054, 5.009, -0.528], [-1.522, 2.839, -0.404], [-5.179, 1.260, 2.491], [-3.512, 3.076, 0.693], [-4.547, 3.496, 2.230], [-5.390, 3.519, 0.443], [-5.858, -0.124, -0.118], [-6.506, 1.668, -0.294], [-7.361, -0.379, 2.134], [-8.377, 0.196, 0.636], [-8.214, 1.571, 3.350], [-7.402, 2.725, 1.967], [-9.203, 2.084, 1.761], [-2.472, -0.705, 4.845], [-1.628, -2.316, 5.339], [1.016, 0.287, 4.353], [0.666, 1.226, 5.950], [-2.037, 1.499, 4.639], [-0.813, 1.497, 3.203], [-0.606, 3.555, 2.515], [-1.701, 4.583, 3.671], [0.881, 5.455, 2.576], [1.472, 4.763, 4.231], [0.139, 6.166, 4.162], [5.744, -0.886, 7.029], [6.257, -1.617, 8.264], [7.410, -2.573, 7.961], [7.003, -3.679, 7.083], [6.682, -4.546, 6.384], [5.332, -1.583, 6.293], [4.948, -0.189, 7.308], [6.545, -0.313, 6.552], [5.427, -2.161, 8.731], [6.600, -0.872, 8.992], [7.782, -2.987, 8.906], [8.241, -2.022, 7.507], [2.731, -1.496, -6.609], [2.320, -0.539, -5.497], [0.854, -0.684, -5.090], [-0.066, -0.321, -6.178], [-0.790, -0.041, -7.039], [2.173, -1.303, -7.531], [3.795, -1.378, -6.833], [2.560, -2.536, -6.314], [2.525, 0.490, -5.814], [2.949, -0.735, -4.620], [0.661, -0.032, -4.229], [0.657, -1.710, -4.762], [2.053, 1.926, -10.792], [3.308, 1.409, -11.484], [3.863, 0.134, -10.849], [4.326, 0.352, -9.471], [4.684, 0.525, -8.382], [2.254, 2.206, -9.753], [1.677, 2.815, -11.309], [1.262, 1.169, -10.799], [4.071, 2.197, -11.481], [3.066, 1.202, -12.533], [4.704, -0.224, -11.455], [3.102, -0.653, -10.867], [-11.643, 1.398, -2.566], [-10.937, 0.531, -3.601], [-10.011, -0.515, -2.979], [-8.887, 0.094, -2.256], [-8.004, 0.577, -1.679], [-10.928, 1.983, -1.979], [-12.319, 2.101, -3.061], [-12.233, 0.785, -1.878], [-10.374, 1.175, -4.287], [-11.698, 0.015, -4.199], [-9.616, -1.155, -3.778], [-10.581, -1.164, -2.306], [2.345, -4.563, -8.369], [1.180, -4.859, -9.305], [1.621, -5.434, -10.650], [2.421, -4.479, -11.431], [3.058, -3.727, -12.042], [3.010, -3.799, -8.785], [1.972, -4.191, -7.410], [2.934, -5.465, -8.177], [0.598, -3.942, -9.457], [0.516, -5.581, -8.815], [0.729, -5.706, -11.227], [2.190, -6.357, -10.494], [0.541, -1.672, 9.936], [1.246, -2.539, 8.900], [2.172, -3.584, 9.522], [3.297, -2.975, 10.246], [4.179, -2.492, 10.823], [1.256, -1.086, 10.523], [-0.135, -0.969, 9.440], [-0.050, -2.284, 10.623], [1.810, -1.894, 8.215], [0.486, -3.054, 8.302], [2.568, -4.224, 8.723], [1.603, -4.234, 10.196], [5.349, 1.586, 3.800], [6.213, 2.415, 4.742], [5.404, 3.390, 5.597], [4.735, 4.420, 4.790], [4.202, 5.227, 4.150], [4.828, 2.217, 3.073], [5.972, 0.880, 3.241], [4.602, 1.012, 4.356], [6.964, 2.959, 4.156], [6.757, 1.733, 5.406], [6.081, 3.880, 6.308], [4.664, 2.841, 6.190]],
  "atomic_forces_ev_per_a": [[-7.070, 1.694, -6.137], [7.234, 0.511, 4.045], [-2.191, 1.594, -1.660], [-2.362, 1.981, -0.491], [-1.434, -1.141, 1.198], [-1.064, -0.387, 3.505], [-1.682, 1.072, -5.786], [1.955, 0.032, 3.851], [0.022, -0.186, 3.592], [1.678, -1.089, 0.762], [-3.637, 1.601, 6.794], [0.687, -0.972, 0.206], [1.856, 0.556, 0.000], [1.887, 1.424, -1.329], [3.186, 2.844, 3.178], [-0.845, 0.313, 4.014], [-2.904, -1.913, 1.480], [-2.427, -2.576, -1.365], [-0.912, -0.229, -0.362], [0.846, -0.083, -4.607], [2.450, -1.694, 1.391], [-0.148, -0.001, 1.020], [1.175, -0.850, 0.291], [0.141, 0.334, -0.549], [-0.740, -0.229, -0.707], [0.067, -0.536, -0.709], [1.518, -0.052, -5.885], [0.319, -0.153, -0.642], [1.881, -0.963, -1.476], [-0.476, -1.129, 0.196], [0.184, 0.365, -2.316], [0.616, 1.700, 0.912], [0.809, -1.090, -1.294], [-1.256, -0.795, -2.089], [1.190, 2.038, -0.404], [0.208, 0.048, -0.639], [-2.676, 0.007, -2.131], [0.764, 2.446, -0.689], [-1.715, -0.452, -1.882], [-1.133, 0.350, 2.574], [1.414, -1.801, -0.298], [1.291, 1.363, 1.424], [1.753, 1.532, 1.216], [-0.246, 0.426, 2.545], [-2.044, -1.278, 1.175], [-1.435, 1.364, -1.646], [-1.271, -1.965, 1.503], [1.673, -0.934, -1.703], [0.263, -0.348, -2.673], [1.060, -0.165, -2.487], [-2.364, 0.251, 0.769], [-0.305, -0.895, -2.496], [1.596, -1.016, 1.502], [-0.938, 1.944, 1.277], [0.825, -1.954, 1.793], [-0.103, 1.726, -1.349], [2.082, 0.506, 1.706], [0.235, 0.906, -2.316], [-1.529, -1.517, 0.882], [2.435, -0.462, 1.138], [2.028, -1.065, -0.716], [0.602, 2.302, -1.064], [-2.227, 0.452, 1.309], [-1.306, -1.451, -1.739], [2.136, 0.514, -0.145], [-0.339, 0.602, 2.357], [-0.210, 0.247, 2.162], [1.676, -1.494, 0.096], [-0.901, -0.697, 2.340], [-2.118, 0.784, -1.030], [0.736, -2.119, -0.760], [-0.084, 0.021, -0.026], [-0.376, 0.242, -0.054], [0.051, 0.018, 0.357], [-0.130, -0.786, -0.707], [0.244, 1.036, 0.821], [0.092, 0.082, -0.002], [0.077, -0.058, -0.062], [-0.078, -0.061, -0.027], [0.334, 0.102, -0.009], [-0.007, -0.253, -0.018], [-0.033, -0.085, -0.246], [-0.096, -0.192, -0.095], [0.158, -0.020, -0.002], [0.400, -0.044, -0.244], [0.141, 0.220, 0.312], [-0.709, 0.017, -0.683], [0.851, -0.334, 0.894], [0.021, -0.034, 0.077], [-0.209, -0.032, -0.006], [-0.005, 0.156, 0.032], [-0.084, -0.121, 0.106], [-0.213, 0.096, -0.036], [-0.230, -0.041, -0.203], [-0.119, 0.100, -0.168], [-0.049, 0.113, 0.051], [-0.237, 0.369, -0.095], [0.197, -0.007, -0.304], [0.288, 0.025, 1.047], [-0.402, -0.119, -1.306], [-0.034, -0.080, -0.100], [0.003, -0.120, 0.090], [0.056, 0.081, 0.035], [-0.024, -0.193, -0.011], [0.160, -0.082, 0.154], [-0.086, -0.054, 0.270], [0.134, 0.051, 0.152], [-0.019, 0.137, 0.028], [-0.293, 0.348, -0.081], [0.005, -0.141, -0.338], [0.774, 0.296, 0.582], [-1.346, -0.582, -1.221], [-0.072, -0.097, -0.040], [0.072, -0.091, 0.113], [0.047, 0.072, -0.039], [-0.013, -0.193, 0.079], [0.224, -0.035, 0.053], [0.103, 0.077, 0.247], [0.182, 0.125, 0.052], [0.012, 0.054, 0.070], [-0.012, 0.176, 0.422], [-0.366, -0.076, -0.042], [0.710, 0.589, -0.646], [-0.790, -0.811, 0.778], [-0.051, -0.099, 0.050], [0.089, -0.123, -0.203], [-0.021, 0.079, -0.017], [0.042, -0.175, -0.072], [0.039, 0.065, -0.216], [0.252, 0.081, -0.075], [0.070, 0.193, -0.109], [-0.012, 0.152, 0.021], [-0.325, 0.343, -0.063], [-0.019, -0.103, -0.327], [0.750, 0.280, 0.710], [-1.043, -0.525, -0.689], [-0.071, -0.097, -0.023], [0.082, -0.105, 0.080], [0.050, 0.066, -0.030], [-0.058, -0.180, 0.030], [0.257, -0.001, 0.011], [0.096, 0.037, 0.231], [0.200, 0.116, 0.045], [0.007, -0.036, -0.137], [0.125, -0.299, -0.304], [0.328, 0.035, 0.178], [-0.654, 0.769, -0.501], [0.687, -0.981, 0.728], [0.027, -0.065, 0.117], [-0.125, 0.062, 0.058], [0.031, 0.032, -0.058], [-0.105, 0.001, 0.175], [-0.061, 0.226, 0.006], [-0.232, 0.079, -0.115], [-0.046, 0.161, -0.149]],
  "mulliken_charge": [-0.30, -0.48, 0.34, 0.52, -0.21, -0.11, 0.07, -0.28, -0.59, 0.27, -0.44, 0.08, 0.04, 0.22, -0.67, -0.54, -0.68, 0.49, -0.79, 0.11, -0.08, 0.36, -0.91, -0.61, -0.45, -0.87, -0.17, -0.05, 0.05, -0.72, -0.39, -0.35, 0.30, -0.38, 0.29, -0.76, 0.22, 0.29, 0.27, 0.30, 0.07, 0.40, 0.28, 0.47, 0.26, 0.23, 0.32, 0.22, -0.20, 0.42, 0.06, 0.26, 0.34, 0.25, 0.25, 0.35, 0.14, 0.21, 0.25, 0.28, 0.24, 0.35, 0.12, 0.30, 0.05, -0.06, -0.11, 0.19, 0.20, 0.15, 0.28, -0.92, -0.11, -0.54, 0.27, -0.47, 0.17, 0.44, 0.14, -0.09, 0.40, 0.33, 0.30, -1.15, -0.67, 0.04, 0.24, -0.58, 0.33, 0.43, 0.29, 0.28, 0.36, 0.11, 0.31, -1.16, -0.48, -0.20, 0.28, -0.52, 0.33, 0.34, 0.31, 0.30, 0.32, 0.30, 0.17, -1.11, -0.42, -0.41, 0.19, -0.38, 0.31, 0.32, 0.31, 0.30, 0.31, 0.28, 0.28, -0.93, -0.46, -0.45, 0.29, -0.44, 0.33, 0.15, 0.36, 0.28, 0.32, 0.29, 0.29, -1.33, 0.00, -0.45, 0.27, -0.52, 0.37, 0.32, 0.34, 0.14, 0.25, 0.25, 0.40, -1.11, -0.34, -0.25, 0.19, -0.48, 0.41, 0.34, 0.22, 0.34, 0.18, 0.34, 0.20]
}

---

[2]
{
  "formula": "C6H15N2O2",
  "method": "wB97M-V/def2-TZVPD",
  "homo_ev": -12.66,
  "energy_ha": -497.2575,
  "total_charge": 1,
  "multiplicity": 1,
  "relative_energy_kcal_mol": 107.31,
  "lumo_ev": -2.81,
  "species": ["C", "C", "C", "C", "C", "C", "N", "N", "O", "O", "H", "H", "H", "H", "H", "H", "H", "H", "H", "H", "H", "H", "H", "H", "H"],
  "positions_angstrom": [[0.354, -0.603, 1.969], [1.269, -0.895, 3.020], [-1.341, 2.254, -0.884], [1.478, -0.312, -1.466], [0.053, 1.659, -1.292], [-0.952, -0.599, -1.479], [-0.732, -1.251, 1.724], [0.073, 0.168, -1.472], [-0.934, -1.824, -1.805], [-1.571, -1.059, 0.737], [0.570, 0.345, 1.415], [2.331, -0.771, 2.729], [1.051, -0.366, 3.974], [1.256, -1.989, 3.377], [-1.797, 1.658, -0.098], [-1.089, 3.240, -0.587], [-2.026, 2.177, -1.678], [2.130, 0.523, -1.246], [1.545, -1.053, -0.687], [1.587, -0.797, -2.373], [0.807, 1.802, -0.567], [0.470, 1.955, -2.265], [-1.850, -0.037, -1.561], [-0.913, -2.004, 2.343], [-1.770, -2.222, -1.826]],
  "atomic_forces_ev_per_a": [[-0.923, 1.996, -1.650], [1.685, -2.755, 3.031], [2.255, -1.728, -0.046], [-1.715, -0.094, 1.358], [-2.050, -1.272, -0.998], [-0.586, 2.541, -0.832], [0.610, 1.277, -1.579], [1.671, 0.411, 0.985], [2.985, -0.986, -0.198], [0.352, 0.014, 0.937], [-0.616, -1.138, 0.055], [-0.675, 0.401, 0.135], [0.306, 0.220, -0.735], [-0.292, 1.315, -0.732], [0.320, 0.165, 0.543], [-0.501, 1.040, 0.288], [-0.759, 0.537, -1.265], [0.184, -0.136, -0.412], [0.306, -0.293, 0.347], [1.084, -0.735, -1.878], [0.529, 0.654, 1.005], [-0.390, 0.774, 0.313], [-1.084, -0.034, 0.550], [-0.546, -1.265, 0.635], [-2.148, -0.908, 0.141]],
  "mulliken_charge": [0.42, -1.34, -1.51, -1.03, -0.29, 0.00, 0.12, 0.05, -0.40, -0.63, 0.30, 0.31, 0.31, 0.35, 0.40, 0.38, 0.46, 0.36, 0.40, 0.39, 0.40, 0.44, 0.48, 0.23, 0.40]
}

---

[3]
{
  "formula": "C3H4O",
  "method": "wB97M-V/def2-TZVPD",
  "homo_ev": -8.68,
  "energy_ha": -191.7759,
  "total_charge": 0,
  "multiplicity": 1,
  "relative_energy_kcal_mol": 84.17,
  "smiles": "C1=CC=1.O",
  "lumo_ev": 1.14,
  "species": ["C", "C", "C", "H", "H", "O", "H", "H"],
  "positions_angstrom": [[-0.614, 0.134, 0.730], [-0.075, 1.448, 0.332], [-0.999, 0.825, -0.408], [0.419, 2.394, 0.307], [-1.758, 1.036, -1.165], [0.962, -1.600, -0.166], [0.280, -2.165, 0.264], [1.786, -2.071, 0.105]],
  "atomic_forces_ev_per_a": [[0.638, 1.029, 0.773], [-1.495, -1.881, -0.926], [-0.530, 1.617, -0.200], [0.507, 0.115, 0.577], [0.511, -0.618, 0.022], [0.649, -1.805, 0.586], [0.417, 0.879, -0.398], [-0.696, 0.664, -0.434]],
  "mulliken_charge": [-0.52, -0.09, -0.12, 0.40, 0.32, -0.64, 0.35, 0.30]
}

---

In eV, the orbital gap values for the records above are, in order, 6.6497, 9.8488, 9.8222.